{
  "formula": "C28H80N6O12",
  "method": "ωB97M-V/def2-TZVPD",
  "e_tot_ha": -2346.26590,
  "lumo_energy_ev": 0.46,
  "spin_multiplicity": 1,
  "mol_weight_da": 692.978,
  "relative_energy_ev": 0.000,
  "elements": ["C", "C", "O", "H", "H", "H", "H", "H", "H", "C", "C", "O", "H", "H", "H", "H", "H", "H", "C", "O", "N", "N", "H", "H", "H", "H", "C", "O", "N", "N", "H", "H", "H", "H", "C", "O", "N", "N", "H", "H", "H", "H", "C", "C", "C", "O", "H", "H", "H", "H", "H", "H", "H", "H", "C", "C", "C", "O", "H", "H", "H", "H", "H", "H", "H", "H", "C", "C", "C", "O", "H", "H", "H", "H", "H", "H", "H", "H", "C", "C", "C", "O", "H", "H", "H", "H", "H", "H", "H", "H", "C", "C", "C", "O", "H", "H", "H", "H", "H", "H", "H", "H", "C", "C", "C", "O", "H", "H", "H", "H", "H", "H", "H", "H", "C", "C", "C", "O", "H", "H", "H", "H", "H", "H", "H", "H"],
  "xyz": [[4.776, -0.733, -0.541], [5.135, 0.662, -0.959], [4.221, 1.162, -1.969], [4.230, -1.189, -1.356], [4.150, -0.718, 0.304], [5.663, -1.282, -0.347], [6.084, 0.707, -1.459], [5.179, 1.343, -0.121], [3.444, 1.351, -1.475], [0.418, 0.817, 0.306], [-0.613, -0.176, -0.132], [-1.074, -0.943, 0.953], [0.660, 1.390, -0.575], [1.325, 0.372, 0.627], [-0.001, 1.417, 1.118], [-0.120, -0.870, -0.850], [-1.473, 0.344, -0.605], [-0.280, -1.430, 1.204], [-1.213, -4.330, 2.400], [-0.082, -4.309, 2.947], [-1.831, -5.477, 1.899], [-2.187, -3.309, 2.665], [-2.813, -5.559, 1.648], [-1.300, -6.299, 1.997], [-1.808, -2.402, 2.985], [-2.866, -3.323, 1.902], [-4.800, -2.742, 0.507], [-4.553, -3.933, 0.626], [-6.102, -2.316, 0.251], [-3.933, -1.665, 0.629], [-6.376, -1.392, -0.019], [-6.731, -3.068, 0.157], [-4.289, -0.797, 0.328], [-2.900, -1.699, 0.578], [-2.106, -3.141, -4.605], [-3.101, -3.135, -5.319], [-2.200, -3.560, -3.321], [-0.909, -2.725, -5.042], [-3.129, -3.645, -3.059], [-1.472, -3.380, -2.634], [-0.913, -2.625, -6.075], [-0.097, -3.022, -4.509], [-0.964, 3.580, -3.129], [-1.453, 4.233, -1.839], [-2.923, 4.391, -1.754], [-0.998, 3.610, -0.692], [-1.099, 4.234, -3.984], [-1.557, 2.675, -3.385], [0.083, 3.321, -3.093], [-1.055, 5.279, -1.788], [-3.446, 3.390, -1.619], [-3.359, 4.588, -2.770], [-3.181, 5.170, -1.014], [-1.281, 2.682, -0.678], [-3.870, 0.104, -5.675], [-4.437, -0.473, -4.415], [-3.611, -0.418, -3.131], [-5.758, 0.019, -4.170], [-3.562, 1.133, -5.609], [-4.625, 0.045, -6.531], [-2.996, -0.481, -5.929], [-4.603, -1.518, -4.624], [-3.458, 0.651, -2.827], [-2.607, -0.867, -3.186], [-4.180, -0.917, -2.322], [-5.753, 0.868, -3.683], [2.455, -4.630, -0.988], [1.167, -4.790, -1.786], [0.061, -4.993, -0.820], [0.947, -3.494, -2.423], [2.302, -3.748, -0.431], [3.313, -4.656, -1.572], [2.433, -5.469, -0.290], [1.330, -5.526, -2.572], [-0.939, -4.970, -1.203], [0.193, -4.281, 0.016], [0.199, -6.015, -0.447], [1.562, -2.865, -2.044], [1.149, -1.282, 4.393], [2.134, -1.292, 3.222], [3.410, -2.166, 3.414], [1.354, -1.926, 2.153], [0.920, -2.313, 4.653], [0.237, -0.836, 4.030], [1.538, -0.658, 5.189], [2.491, -0.333, 2.944], [4.022, -1.798, 4.221], [3.936, -2.135, 2.410], [3.133, -3.173, 3.607], [0.824, -2.629, 2.603], [4.832, 4.295, -0.823], [3.337, 4.192, -0.509], [2.374, 4.606, -1.680], [3.016, 2.851, 0.054], [5.195, 3.638, -1.591], [5.505, 4.116, -0.020], [5.093, 5.321, -1.152], [2.997, 4.894, 0.302], [2.563, 3.995, -2.576], [2.658, 5.670, -1.947], [1.351, 4.549, -1.389], [2.241, 2.948, 0.617], [5.152, 1.993, 3.340], [4.008, 2.949, 3.542], [2.577, 2.364, 3.522], [4.144, 3.637, 4.798], [6.098, 2.539, 3.344], [4.987, 1.481, 2.332], [5.113, 1.289, 4.165], [4.001, 3.610, 2.658], [2.546, 1.728, 2.627], [1.806, 3.133, 3.589], [2.468, 1.698, 4.449], [4.919, 4.206, 4.792], [-3.314, 3.362, 2.983], [-2.316, 2.194, 2.604], [-2.410, 1.086, 3.722], [-2.710, 1.632, 1.335], [-3.257, 4.275, 2.437], [-2.980, 3.645, 4.030], [-4.359, 3.020, 2.960], [-1.297, 2.455, 2.484], [-3.426, 0.715, 3.916], [-2.009, 1.395, 4.651], [-1.822, 0.153, 3.485], [-2.577, 0.674, 1.450]]
}



{
  "formula": "C28H82BeF6N6O10P",
  "method": "ωB97M-V/def2-TZVPD",
  "e_tot_ha": -3151.93632,
  "charge": 1,
  "lumo_energy_ev": -6.21,
  "spin_multiplicity": 1,
  "mol_weight_da": 816.970,
  "elements": ["Be", "P", "F", "F", "F", "F", "F", "F", "C", "C", "C", "O", "C", "N", "H", "H", "H", "H", "H", "H", "H", "H", "H", "H", "H", "C", "C", "C", "O", "C", "N", "H", "H", "H", "H", "H", "H", "H", "H", "H", "H", "H", "C", "C", "C", "O", "C", "N", "H", "H", "H", "H", "H", "H", "H", "H", "H", "H", "H", "C", "C", "C", "O", "C", "N", "H", "H", "H", "H", "H", "H", "H", "H", "H", "H", "H", "C", "C", "C", "O", "C", "N", "H", "H", "H", "H", "H", "H", "H", "H", "H", "H", "H", "C", "C", "C", "O", "C", "N", "H", "H", "H", "H", "H", "H", "H", "H", "H", "H", "H", "C", "O", "H", "H", "H", "H", "C", "O", "H", "H", "H", "H", "C", "O", "H", "H", "H", "H", "C", "O", "H", "H", "H", "H"],
  "xyz": [[3.271, -0.294, 2.863], [-0.568, -0.528, 0.887], [0.936, -0.665, 1.565], [-1.168, -1.268, 2.221], [-0.697, 0.983, 1.536], [-2.035, -0.428, 0.154], [0.221, 0.225, -0.346], [-0.292, -1.953, 0.117], [4.227, 0.172, -1.786], [4.096, -0.446, -0.372], [5.470, -0.567, 0.326], [5.272, -1.186, 1.534], [6.454, -1.732, 2.047], [3.193, 0.338, 0.376], [3.267, 0.145, -2.301], [5.010, -0.356, -2.331], [4.364, 1.247, -1.668], [3.676, -1.437, -0.547], [6.005, 0.382, 0.367], [6.097, -1.154, -0.346], [6.216, -2.277, 2.960], [7.072, -0.871, 2.300], [7.054, -2.331, 1.362], [3.266, 1.318, 0.142], [2.237, 0.198, 0.083], [0.206, 2.876, 4.639], [1.144, 1.681, 4.423], [0.470, 0.317, 4.733], [1.378, -0.808, 4.468], [0.793, -2.053, 4.883], [1.529, 1.624, 3.039], [-0.743, 2.770, 4.113], [0.739, 3.826, 4.588], [-0.229, 2.886, 5.639], [2.056, 1.782, 5.011], [-0.454, 0.135, 4.184], [0.244, 0.212, 5.794], [-0.164, -2.211, 4.386], [0.549, -2.167, 5.939], [1.476, -2.873, 4.664], [0.744, 1.636, 2.404], [1.820, 2.591, 3.026], [1.600, -3.130, -2.635], [0.585, -3.917, -3.435], [1.166, -4.813, -4.509], [1.797, -5.964, -3.950], [2.471, -6.753, -4.957], [-0.309, -4.659, -2.532], [1.995, -2.265, -3.168], [2.481, -3.699, -2.336], [1.191, -2.739, -1.703], [-0.068, -3.310, -4.063], [1.840, -4.244, -5.149], [0.397, -5.219, -5.167], [2.747, -7.709, -4.513], [3.434, -6.378, -5.305], [1.858, -7.008, -5.821], [0.314, -5.275, -2.029], [-0.656, -3.988, -1.863], [-5.859, 2.609, 3.499], [-4.569, 1.752, 3.501], [-4.746, 0.402, 2.865], [-5.602, -0.477, 3.629], [-5.996, -1.642, 2.897], [-3.572, 2.515, 2.841], [-6.269, 2.823, 2.512], [-5.668, 3.531, 4.048], [-6.662, 2.110, 4.042], [-4.294, 1.616, 4.547], [-3.792, -0.089, 2.669], [-5.242, 0.448, 1.895], [-6.464, -2.444, 3.468], [-5.133, -2.164, 2.482], [-6.537, -1.295, 2.016], [-3.276, 3.315, 3.381], [-2.791, 1.927, 2.587], [-1.293, 5.762, -2.182], [-1.779, 4.586, -3.052], [-3.190, 4.181, -2.628], [-3.259, 3.879, -1.214], [-2.639, 2.680, -0.748], [-1.507, 5.022, -4.423], [-1.445, 5.558, -1.122], [-1.835, 6.667, -2.456], [-0.232, 5.948, -2.350], [-1.109, 3.771, -2.780], [-3.538, 3.295, -3.159], [-3.864, 5.016, -2.818], [-2.961, 1.724, -1.160], [-2.735, 2.756, 0.335], [-1.563, 2.726, -0.916], [-2.122, 5.809, -4.575], [-1.800, 4.318, -5.084], [1.024, 0.849, -4.122], [-0.018, -0.317, -4.434], [-0.970, -0.656, -3.247], [-1.954, -1.681, -3.609], [-2.769, -2.074, -2.534], [-0.833, 0.010, -5.563], [1.784, 0.738, -4.895], [1.483, 0.705, -3.144], [0.627, 1.861, -4.202], [0.575, -1.211, -4.626], [-1.437, 0.226, -2.809], [-0.359, -1.025, -2.424], [-2.204, -2.659, -1.808], [-3.562, -2.726, -2.902], [-3.298, -1.226, -2.099], [-0.827, 1.017, -5.647], [-1.765, -0.176, -5.223], [0.111, 4.526, 1.741], [1.449, 4.265, 2.067], [-0.045, 5.085, 0.819], [-0.497, 3.623, 1.683], [-0.405, 5.066, 2.535], [1.965, 5.054, 1.887], [-1.494, -4.536, 2.414], [-1.533, -4.192, 1.038], [-1.864, -3.686, 2.988], [-2.242, -5.301, 2.622], [-0.512, -4.782, 2.817], [-1.030, -3.378, 0.963], [1.572, 3.209, -1.243], [2.948, 3.038, -0.954], [1.278, 2.769, -2.195], [0.985, 2.973, -0.355], [1.451, 4.290, -1.308], [3.316, 3.909, -1.121], [2.332, -3.437, 1.423], [3.116, -2.976, 2.545], [2.841, -4.316, 1.028], [1.326, -3.776, 1.666], [2.339, -2.676, 0.642], [3.388, -3.714, 3.096]]
}



{
  "formula": "C28H84AsF6N8O10",
  "method": "ωB97M-V/def2-TZVPD",
  "e_tot_ha": -5140.82573,
  "charge": 5,
  "lumo_energy_ev": -10.37,
  "spin_multiplicity": 1,
  "mol_weight_da": 881.936,
  "relative_energy_ev": 1.466,
  "elements": ["C", "C", "C", "O", "C", "N", "H", "H", "H", "H", "H", "H", "H", "H", "H", "H", "H", "H", "C", "C", "C", "O", "C", "N", "H", "H", "H", "H", "H", "H", "H", "H", "H", "H", "H", "H", "C", "C", "C", "O", "C", "N", "H", "H", "H", "H", "H", "H", "H", "H", "H", "H", "H", "H", "C", "C", "C", "O", "C", "N", "H", "H", "H", "H", "H", "H", "H", "H", "H", "H", "H", "H", "C", "C", "C", "O", "C", "N", "H", "H", "H", "H", "H", "H", "H", "H", "H", "H", "H", "H", "C", "C", "C", "O", "C", "N", "H", "H", "H", "H", "H", "H", "H", "H", "H", "H", "H", "H", "C", "C", "C", "O", "C", "N", "H", "H", "H", "H", "H", "H", "H", "H", "H", "H", "H", "H", "N", "O", "O", "O", "As", "F", "F", "F", "F", "F", "F"],
  "xyz": [[2.298, 3.677, 3.425], [1.506, 3.810, 2.132], [1.028, 5.224, 1.938], [0.424, 5.348, 0.676], [0.134, 6.697, 0.311], [2.484, 3.557, 0.979], [3.217, 2.879, 1.196], [2.068, 3.133, 0.135], [2.926, 4.427, 0.666], [2.584, 2.646, 3.649], [1.675, 4.031, 4.246], [3.232, 4.239, 3.422], [0.713, 3.090, 1.933], [1.909, 5.875, 2.077], [0.344, 5.639, 2.687], [-0.708, 7.088, 0.878], [-0.195, 6.672, -0.732], [1.018, 7.329, 0.226], [7.347, -2.148, -1.191], [6.403, -1.478, -0.194], [5.279, -2.375, 0.292], [4.451, -1.669, 1.224], [3.239, -1.133, 0.774], [7.284, -0.949, 0.933], [7.774, -0.099, 0.641], [6.748, -0.589, 1.732], [7.913, -1.700, 1.229], [6.786, -2.425, -2.087], [7.663, -3.130, -0.829], [8.175, -1.516, -1.501], [5.999, -0.571, -0.648], [5.654, -3.199, 0.903], [4.737, -2.794, -0.557], [2.402, -1.846, 0.676], [3.292, -0.692, -0.232], [2.783, -0.464, 1.508], [-2.166, 3.885, -1.552], [-2.876, 2.676, -2.170], [-3.185, 1.590, -1.162], [-4.294, 1.944, -0.368], [-4.782, 0.983, 0.531], [-4.171, 3.169, -2.773], [-4.007, 3.885, -3.489], [-4.614, 2.402, -3.301], [-4.872, 3.590, -2.155], [-2.579, 4.125, -0.574], [-2.066, 4.703, -2.266], [-1.126, 3.636, -1.326], [-2.353, 2.216, -3.005], [-2.301, 1.378, -0.551], [-3.535, 0.690, -1.674], [-5.682, 1.398, 0.972], [-4.003, 0.762, 1.274], [-4.984, 0.018, 0.049], [-5.935, -2.276, 4.779], [-5.303, -2.084, 3.409], [-3.822, -2.458, 3.406], [-3.205, -2.110, 2.167], [-1.846, -2.513, 2.079], [-6.062, -3.009, 2.451], [-5.574, -3.153, 1.560], [-6.267, -3.898, 2.915], [-6.952, -2.597, 2.148], [-5.899, -3.332, 5.064], [-6.988, -1.994, 4.780], [-5.415, -1.738, 5.567], [-5.436, -1.068, 3.042], [-3.756, -3.554, 3.433], [-3.292, -2.063, 4.273], [-1.790, -3.525, 1.668], [-1.358, -2.516, 3.060], [-1.204, -1.894, 1.448], [-0.528, -5.309, -3.238], [-0.529, -4.621, -1.878], [0.485, -5.211, -0.952], [0.428, -4.517, 0.299], [1.462, -4.912, 1.186], [-0.177, -3.150, -2.150], [-0.818, -2.840, -2.906], [-0.386, -2.575, -1.328], [0.807, -3.040, -2.374], [-1.332, -4.953, -3.883], [-0.583, -6.396, -3.238], [0.377, -5.067, -3.807], [-1.519, -4.626, -1.426], [1.494, -5.103, -1.365], [0.245, -6.264, -0.794], [1.558, -6.003, 1.200], [1.100, -4.693, 2.191], [2.441, -4.477, 0.975], [-1.807, 0.441, 4.141], [-0.784, -0.336, 4.967], [0.577, -0.509, 4.290], [1.445, -1.049, 5.259], [2.777, -1.079, 4.788], [-0.536, 0.458, 6.250], [0.322, 0.097, 6.691], [-0.500, 1.449, 6.015], [-1.253, 0.344, 6.975], [-2.809, 0.524, 4.554], [-1.888, 0.009, 3.140], [-1.384, 1.424, 3.912], [-1.026, -1.367, 5.225], [1.000, 0.405, 3.858], [0.392, -1.177, 3.444], [2.958, -1.819, 4.003], [3.418, -1.388, 5.613], [3.159, -0.108, 4.455], [0.447, 3.174, -4.158], [0.429, 1.840, -4.860], [0.731, 1.918, -6.334], [2.074, 2.287, -6.508], [2.386, 2.631, -7.875], [1.458, 0.984, -4.127], [1.570, 0.015, -4.449], [2.393, 1.387, -4.251], [1.284, 0.839, -3.120], [0.206, 3.063, -3.099], [-0.286, 3.823, -4.636], [1.420, 3.669, -4.212], [-0.488, 1.334, -4.578], [0.074, 2.637, -6.832], [0.475, 0.939, -6.762], [2.553, 1.711, -8.436], [3.360, 3.110, -7.782], [1.669, 3.317, -8.319], [0.518, 0.569, -0.196], [0.476, -0.522, -0.807], [0.835, 1.636, -0.806], [0.352, 0.569, 1.041], [-2.776, -1.071, -4.196], [-1.861, -2.584, -4.240], [-4.030, -1.788, -5.098], [-3.755, 0.420, -4.132], [-1.516, -0.259, -3.232], [-1.970, -0.501, -5.621], [-3.500, -1.560, -2.694]]
}